(A)
{"formula": "C8H13N2O2S", "method": "ωB97M-V/def2-TZVPD", "elements": ["C", "C", "C", "C", "C", "C", "C", "C", "N", "N", "O", "O", "S", "H", "H", "H", "H", "H", "H", "H", "H", "H", "H", "H", "H", "H"], "xyz": [[0.7101, 0.2461, -1.4648], [-0.5325, -1.1846, -0.1686], [-0.4130, 0.5513, -2.4985], [-1.6659, 0.4011, -1.6057], [0.0885, 1.0199, -0.1560], [-1.1797, 0.2266, -0.2068], [0.8025, -0.0903, 1.9870], [-0.3998, -0.1232, 2.8582], [0.6096, -1.1044, -0.9651], [1.0194, 0.7274, 0.9525], [1.9880, 0.6819, -1.6093], [-0.8574, -2.1171, 0.5235], [2.2499, -0.8321, 2.5115], [-0.4398, 1.5220, -2.8947], [-0.4071, -0.1644, -3.4054], [-2.1951, 1.3678, -1.8334], [-2.4353, -0.3496, -1.9556], [-0.0989, 2.1185, -0.2456], [-1.8470, 0.3530, 0.6195], [-0.1756, -0.4473, 3.8981], [-1.3409, -0.6200, 2.3719], [-0.8717, 0.8258, 2.9968], [1.2226, -1.8685, -1.3199], [2.5680, -0.0127, -2.1708], [1.9277, 0.8170, 0.7008], [1.6734, -1.9440, 3.0802]], "e_lumo_ha": -0.1724, "charge": 1, "orbital_gap_ev": 8.8}

=====

(B)
{"formula": "C8H13N2O2S", "method": "ωB97M-V/def2-TZVPD", "elements": ["C", "C", "C", "C", "C", "C", "C", "C", "N", "N", "O", "O", "S", "H", "H", "H", "H", "H", "H", "H", "H", "H", "H", "H", "H", "H"], "xyz": [[3.1235, -0.3579, 0.2566], [-1.0370, 0.0838, -0.5410], [0.4655, -0.0634, -0.0493], [0.9738, -1.0925, -1.0415], [1.2711, 1.2193, -0.1020], [0.6998, 2.4857, -0.6891], [-3.8582, -1.4924, 0.9432], [-3.3267, -0.5908, -0.0804], [2.6066, 0.9715, 0.1367], [4.1403, -0.4420, 1.1161], [-1.2832, 0.4167, -1.6604], [-1.9176, -0.4360, 0.3353], [2.5916, -1.5072, -0.9447], [0.4953, -0.6268, 0.9190], [0.4925, -1.1669, -2.0085], [0.6545, 2.5603, -1.8283], [1.2229, 3.3211, -0.2531], [-0.2834, 2.5179, -0.3152], [-4.1078, -1.1747, 1.9518], [-4.6886, -1.9762, 0.5217], [-3.1013, -2.3619, 1.1792], [-4.0887, 0.2365, -0.1501], [-3.3086, -1.0135, -1.0727], [3.1735, 1.8127, 0.2208], [4.4317, 0.1054, 1.9576], [4.6586, -1.4286, 1.1982]], "e_lumo_ha": [-0.1638, -0.1552], "charge": 1, "orbital_gap_ev": [7.1, 7.1]}

=====

Here are the energies relative to the best structure, in eV: (A) 0.000; (B) 2.084.

=====

(A)
{"formula": "C8H14N2O3", "method": "ωB97M-V/def2-TZVPD", "elements": ["C", "C", "C", "C", "C", "C", "C", "C", "N", "N", "O", "O", "O", "H", "H", "H", "H", "H", "H", "H", "H", "H", "H", "H", "H", "H", "H"], "xyz": [[0.7516, 0.2796, 0.3531], [-1.4858, 0.2317, 1.4247], [0.9679, 1.7447, 0.1444], [0.8094, 1.9544, -1.3639], [-0.5081, 1.3487, -1.9123], [-1.6403, 1.0883, -0.9479], [-1.4829, -0.0598, -0.0038], [2.1209, -2.8009, 1.2208], [1.4905, -0.6430, 0.6038], [-1.5944, -1.3398, -0.5847], [-1.5263, -0.8479, 2.2399], [-1.4657, 1.3937, 1.8251], [1.0830, -2.0266, 0.6777], [0.2599, 2.1669, 0.9531], [1.9036, 1.9562, 0.7024], [0.8364, 3.1369, -1.4765], [1.7880, 1.6166, -1.8452], [-0.8787, 1.9790, -2.5903], [-0.2330, 0.3732, -2.2487], [-1.6509, 2.1037, -0.4243], [-2.6239, 0.7531, -1.3902], [2.3382, -3.4832, 0.4749], [1.7155, -3.2541, 2.1347], [3.0814, -2.2515, 1.5378], [-1.4150, -1.7002, 1.9164], [-1.5008, -2.1065, 0.0274], [-1.1405, -1.6134, -1.4483]], "e_lumo_ha": [0.0074, 0.0075], "charge": 0, "orbital_gap_ev": [7.6, 7.6]}

=====

(B)
{"formula": "C8H14N2O3", "method": "ωB97M-V/def2-TZVPD", "elements": ["C", "C", "C", "C", "C", "C", "C", "C", "H", "H", "H", "H", "H", "H", "H", "H", "H", "H", "H", "H", "H", "H", "N", "N", "O", "O", "O"], "xyz": [[-1.8389, -0.3422, 0.3092], [-0.4907, -0.6852, -0.0569], [-2.6430, -1.5759, 0.6453], [1.5542, -0.1260, -0.3659], [2.5860, -1.3179, 0.0689], [2.2854, 1.2700, -0.2933], [1.1634, 2.2262, -0.0884], [0.1417, 1.5876, 0.6846], [-2.1702, -0.0246, -1.7949], [-3.2699, 0.4650, -0.8390], [-1.8927, 0.4097, 1.1332], [-2.7121, -1.8930, 2.1301], [-2.2099, -2.6821, -0.1250], [-3.9047, -1.1721, 0.0636], [1.2900, -0.3414, -1.4814], [2.8245, 1.0838, 0.6166], [2.8456, 1.1530, -1.1994], [0.8114, 2.5730, -0.9679], [1.4488, 3.0631, 0.6420], [-0.8105, 1.8913, 0.3932], [0.1779, 1.7495, 1.8100], [1.2115, -2.4612, -0.5196], [-2.2422, 0.4126, -0.8700], [0.4298, 0.0504, 0.4687], [-0.3781, -1.6335, -0.6473], [3.7974, -1.1716, 0.2404], [1.9952, -2.5085, 0.0433]], "e_lumo_ha": 0.0169, "charge": 0, "orbital_gap_ev": 10.3}

=====

Here are the energies relative to the best structure, in eV: (A) 0.000; (B) 0.361.

=====

(A)
{"formula": "C5H9ClN2O5S", "method": "ωB97M-V/def2-TZVPD", "elements": ["C", "C", "C", "C", "C", "N", "N", "O", "O", "O", "O", "O", "S", "Cl", "H", "H", "H", "H", "H", "H", "H", "H", "H"], "xyz": [[1.2155, -0.8249, 0.9568], [0.8404, -0.1930, -1.3628], [2.3182, 0.2363, 1.0105], [1.9873, 0.8132, -1.2161], [-2.3335, 0.6073, 0.7289], [0.2617, -0.4217, -0.0548], [-3.5797, 0.4252, 0.0183], [-4.3005, -0.4318, 0.4741], [-3.7766, 1.0706, -0.9783], [-1.7696, -1.2973, -1.2722], [-1.3638, -1.9873, 1.0849], [2.9202, 0.3860, -0.2526], [-1.2470, -1.0455, 0.0246], [-1.4779, 2.0352, 0.2872], [1.6540, -1.7974, 0.6997], [0.6903, -0.9089, 1.9056], [0.0607, 0.1950, -2.0175], [1.2231, -1.1343, -1.7773], [1.8885, 1.1935, 1.3387], [3.1101, -0.0688, 1.6951], [2.5325, 0.9001, -2.1563], [1.5817, 1.7964, -0.9345], [-2.4357, 0.4520, 1.7980]], "e_lumo_ha": -0.0153, "charge": 0, "smiles": "O=[N+]([O-])[C@H](Cl)S(=O)(=O)N1CCOCC1", "orbital_gap_ev": 9.8}

=====

(B)
{"formula": "C5H9ClN2O5S", "method": "ωB97M-V/def2-TZVPD", "elements": ["C", "C", "C", "C", "C", "N", "N", "O", "O", "O", "O", "O", "S", "Cl", "H", "H", "H", "H", "H", "H", "H", "H", "H"], "xyz": [[1.5538, -0.0223, 0.6856], [-0.3692, -1.5353, 0.5595], [2.2224, -0.7792, -0.3673], [0.3331, -2.2746, -0.5426], [-0.9769, 1.8791, -0.7799], [0.1110, -0.2021, 0.5795], [-2.3299, 2.5552, -0.6071], [-2.3613, 3.2815, 0.3496], [-3.2243, 2.2581, -1.3431], [-2.1509, 0.5696, 1.2627], [-0.1350, 1.9382, 1.7333], [1.7932, -2.1286, -0.4378], [-0.8587, 1.0035, 0.9263], [-1.1655, 0.7681, -2.1436], [1.7245, -0.4969, 1.5963], [1.8010, 1.0040, 0.8056], [-1.4744, -1.7557, 0.3214], [-0.1693, -2.0449, 1.5621], [2.1768, -0.2271, -1.3077], [3.3579, -1.0107, -0.1078], [0.3755, -3.3732, -0.3561], [-0.0891, -2.0495, -1.5362], [-0.1448, 2.6429, -0.8526]], "e_lumo_ha": -0.0006, "charge": 0, "smiles": "O=[N+]([O-])[C@H](Cl)S(=O)(=O)N1CCOCC1", "orbital_gap_ev": 10.2}

=====

Here are the energies relative to the best structure, in eV: (A) 0.000; (B) 0.885.

=====

(A)
{"formula": "H3N3O3S", "method": "ωB97M-V/def2-TZVPD", "elements": ["N", "N", "N", "O", "O", "O", "S", "H", "H", "H"], "xyz": [[0.3422, -1.4761, 0.9657], [-0.6365, -0.9324, 0.7984], [-0.4705, 0.3437, -1.4482], [1.5977, -1.3445, 0.3524], [0.6801, 0.6184, -1.3685], [-1.3651, 1.2762, -1.3153], [-0.5659, 2.8673, -0.9256], [0.6518, -2.2333, 1.7609], [1.3511, -0.6167, -0.3039], [-1.6704, 3.4739, -1.4136]], "e_lumo_ha": -0.0146, "charge": 0, "orbital_gap_ev": 8.7}

=====

(B)
{"formula": "H3N3O3S", "method": "ωB97M-V/def2-TZVPD", "elements": ["N", "N", "N", "O", "O", "O", "S", "H", "H", "H"], "xyz": [[-1.3640, -1.0122, 0.5071], [-0.1624, -1.1137, 0.1692], [0.2018, -0.3618, -0.8493], [-1.1055, 1.5523, -0.4133], [-0.4993, 0.6892, -1.4155], [1.6495, -0.1384, -0.7905], [2.3869, -0.0583, 0.6954], [-1.5310, -1.5885, 1.2448], [-1.6560, 0.7913, -0.0978], [2.0801, 1.2401, 0.9499]], "e_lumo_ha": -0.0171, "charge": 0, "smiles": "[H]/N=N/N(OO)OS", "orbital_gap_ev": 9.3}

=====

Here are the energies relative to the best structure, in eV: (A) 0.000; (B) 1.443.

=====

(A)
{"formula": "C9H12N4", "method": "ωB97M-V/def2-TZVPD", "elements": ["C", "C", "C", "C", "C", "C", "C", "C", "C", "H", "H", "H", "H", "H", "H", "H", "H", "H", "H", "H", "H", "N", "N", "N", "N"], "xyz": [[-0.7019, -1.8561, 0.5977], [-0.4941, -0.3996, 0.3883], [-1.3662, 0.5302, 1.1975], [2.1002, -0.0125, -0.0993], [3.0859, 0.3326, 0.8004], [1.2562, 0.4587, 1.9478], [-1.4220, -0.5456, -2.0683], [-1.2011, 0.4807, -2.9463], [-0.4335, 1.2712, -1.0587], [-1.8145, -2.0955, 0.2883], [-0.3912, -2.2167, 1.4621], [-0.0861, -2.2157, -0.0428], [-0.6694, 1.6254, 1.3968], [-1.4404, -0.2900, 2.0051], [-2.3855, 0.8733, 0.5588], [2.2604, -0.1988, -1.2682], [4.2152, 0.2844, 0.9036], [0.7053, 0.4924, 2.9268], [-1.5501, -1.5778, -2.0873], [-1.2533, 0.3331, -4.1500], [-0.2458, 2.1320, -0.2687], [0.8903, 0.1296, 0.6446], [2.5302, 0.6744, 2.0639], [-0.8011, 0.0583, -0.8990], [-0.7876, 1.7320, -2.2931]], "e_lumo_ha": 0.0207, "charge": 0, "smiles": "CC(C)(n1ccnc1)n1ccnc1", "orbital_gap_ev": 9.7}

=====

(B)
{"formula": "C9H12N4", "method": "ωB97M-V/def2-TZVPD", "elements": ["C", "C", "C", "C", "C", "C", "C", "C", "C", "N", "N", "N", "N", "H", "H", "H", "H", "H", "H", "H", "H", "H", "H", "H", "H"], "xyz": [[-0.1271, 2.5412, -2.1175], [-0.9709, 1.6101, -1.7635], [0.6996, 1.3093, 0.8254], [-1.5157, 0.4308, 0.9665], [1.9549, 1.6971, -1.3233], [-0.1907, 0.0074, 0.6617], [-0.0686, -0.4370, -0.8198], [0.5357, -0.9653, 1.5847], [0.4949, -1.8173, -1.1503], [1.3295, 2.2286, -2.2489], [-0.4581, 0.2579, -1.7990], [1.4932, 1.7647, -0.0143], [-1.8319, 0.9736, 2.0798], [-0.3228, 3.6420, -2.4378], [-2.0805, 1.6501, -1.7885], [0.5862, 1.8032, 1.8577], [-2.2215, 0.2505, 0.0890], [2.9475, 1.4985, -1.3427], [1.5308, -0.9116, 1.0881], [0.1278, -1.9858, 1.5843], [0.5591, -0.4889, 2.5670], [-0.2199, -2.5321, -0.8572], [1.3318, -1.8982, -0.6058], [0.6803, -1.8276, -2.1759], [-2.8047, 1.1324, 2.3425]], "e_lumo_ha": 0.0236, "charge": 0, "smiles": "[H]/N=C/[C@]1(C)\\C=N/C=N\\C=C/N=C\\1C", "orbital_gap_ev": 9.0}

=====

Here are the energies relative to the best structure, in eV: (A) 1.814; (B) 0.000.